C36H84Br10Cl2N5O7V as an isolated structure in a non-equilibrium geometry, computed with wB97M-V/def2-TZVPD.

HOMO-LUMO gap   6.27 eV
LUMO level   -0.9 eV

Element x y z (Å)
O1 15.731 6.056 -16.008
V1 16.063 7.621 -16.261
O2 15.560 8.470 -15.001
C1 11.189 8.551 -17.875
C2 11.787 7.171 -17.373
C3 10.717 6.073 -17.514
C4 10.553 5.405 -18.887
C5 11.973 4.927 -19.385
C6 13.021 6.092 -19.360
N1 13.073 6.762 -17.997
O3 14.188 7.704 -17.850
C7 12.582 7.070 -20.468
C8 14.337 5.454 -19.741
C9 11.937 7.200 -15.833
H1 11.865 9.387 -18.053
H2 10.519 8.939 -17.108
H3 10.500 8.482 -18.717
H4 9.734 6.431 -17.209
H5 10.898 5.231 -16.847
H6 10.080 6.080 -19.601
H7 9.854 4.569 -18.908
H8 11.750 4.472 -20.350
H9 12.321 4.084 -18.787
H10 11.720 7.714 -20.292
H11 12.405 6.452 -21.348
H12 13.412 7.751 -20.654
H13 14.734 4.854 -18.922
H14 14.997 6.268 -20.042
H15 14.363 4.772 -20.591
H16 11.055 7.404 -15.225
H17 12.716 7.918 -15.578
H18 12.307 6.213 -15.557
Br1 14.768 5.553 -23.572
C10 16.388 6.647 -23.619
C11 17.012 6.852 -22.224
Br2 18.524 8.032 -22.507
H19 16.151 7.607 -24.076
H20 17.042 6.219 -24.379
H21 17.428 5.927 -21.826
H22 16.292 7.386 -21.603
Br3 13.554 -0.090 -18.685
C12 12.640 0.933 -20.141
C13 13.762 1.618 -20.899
Br4 12.884 2.700 -22.354
H23 11.980 1.636 -19.632
H24 11.979 0.238 -20.657
H25 14.305 0.795 -21.363
H26 14.440 2.204 -20.279
Br5 13.911 12.443 -20.225
C14 12.915 10.808 -20.714
C15 12.768 10.515 -22.225
Br6 14.458 9.722 -22.996
H27 11.933 10.944 -20.262
H28 13.350 9.960 -20.184
H29 12.510 11.390 -22.821
H30 12.021 9.751 -22.440
Br7 17.214 2.766 -16.333
C16 15.376 2.400 -15.730
C17 14.308 3.001 -16.676
Br8 12.499 2.325 -16.040
H31 15.169 2.773 -14.727
H32 15.189 1.329 -15.647
H33 14.450 2.802 -17.738
H34 14.309 4.088 -16.595
Br9 6.726 9.957 -18.657
C18 7.855 9.493 -17.103
C19 7.280 9.935 -15.797
Br10 8.660 9.676 -14.412
H35 8.800 10.003 -17.289
H36 8.098 8.432 -17.163
H37 6.383 9.336 -15.644
H38 6.939 10.969 -15.742
C20 7.886 5.400 -22.301
C21 9.190 5.986 -22.848
C22 9.557 7.420 -22.281
O4 8.722 8.483 -22.817
C23 7.790 9.084 -21.869
N2 10.179 4.998 -22.565
H39 7.674 4.358 -22.541
H40 7.028 6.013 -22.577
H41 7.973 5.449 -21.216
H42 9.126 6.110 -23.929
H43 10.580 7.787 -22.362
H44 9.463 7.447 -21.195
H45 6.949 8.452 -21.585
H46 7.372 10.066 -22.091
H47 8.341 9.219 -20.939
H48 10.374 4.812 -21.592
H49 11.054 5.262 -22.994
C24 13.003 10.809 -15.456
C25 13.308 11.548 -16.772
C26 13.818 13.042 -16.480
O5 12.812 13.775 -15.880
C27 13.159 14.970 -15.260
N3 14.254 10.826 -17.536
H50 12.577 11.439 -14.676
H51 13.928 10.386 -15.064
H52 12.216 10.095 -15.699
H53 12.420 11.601 -17.402
H54 14.181 13.538 -17.380
H55 14.771 12.920 -15.963
H56 12.289 15.432 -14.792
H57 13.563 15.745 -15.912
H58 13.971 14.701 -14.584
H59 14.078 9.863 -17.785
H60 14.329 11.180 -18.479
C28 17.354 10.567 -19.285
C29 16.906 9.255 -18.578
C30 17.990 8.165 -18.696
O6 17.611 7.046 -17.952
C31 18.439 5.920 -18.187
N4 16.781 9.568 -17.198
H61 17.388 10.572 -20.374
H62 18.424 10.585 -19.079
H63 16.912 11.508 -18.957
H64 15.918 9.051 -18.991
H65 18.969 8.506 -18.358
H66 18.014 7.803 -19.724
H67 18.316 5.555 -19.207
H68 18.274 5.106 -17.480
H69 19.463 6.291 -18.157
H70 16.088 10.303 -17.222
H71 17.683 9.942 -16.939
C32 12.136 7.423 -7.410
C33 11.925 6.728 -8.743
C34 10.984 7.401 -9.676
O7 10.757 6.570 -10.813
C35 9.960 7.182 -11.888
N5 13.180 6.439 -9.396
H72 11.238 7.747 -6.885
H73 12.773 8.300 -7.531
H74 12.714 6.759 -6.768
H75 11.469 5.773 -8.485
H76 11.359 8.384 -9.963
H77 10.020 7.587 -9.202
H78 9.501 6.485 -12.589
H79 10.647 7.826 -12.437
H80 9.168 7.868 -11.586
H81 12.939 6.116 -10.322
H82 13.593 7.356 -9.491
C36 7.634 4.932 -16.651
Cl1 7.386 6.251 -15.499
Cl2 6.226 3.862 -16.888
H83 7.921 5.489 -17.543
H84 8.410 4.238 -16.327

C36H86N10O12SZn as an isolated structure in a non-equilibrium geometry, computed with wB97M-V/def2-TZVPD.

HOMO-LUMO gap   7.83 eV
LUMO level   -0.2 eV
Energy above the lowest of the compared OMol25 structures with the same formula, charge and spin   0.0 kcal/mol

Element x y z (Å)
Zn1 -0.488 -0.490 -1.555
S1 -0.193 -2.597 -0.084
O1 -0.433 -1.168 0.256
O2 0.946 -3.205 0.538
O3 -1.438 -3.303 0.186
O4 -0.013 -2.334 -1.503
C1 -0.762 1.118 2.671
C2 0.098 1.249 3.956
N1 -0.545 2.051 5.047
C3 0.497 2.312 6.107
C4 1.252 3.635 5.811
C5 -1.592 1.293 5.656
C6 -2.487 2.099 6.615
H1 -0.842 2.089 2.180
H2 -1.719 0.629 2.851
H3 -0.285 0.498 1.912
H4 0.275 0.239 4.325
H5 1.048 1.705 3.679
H6 0.096 2.255 7.119
H7 1.196 1.476 6.103
H8 1.933 3.564 4.963
H9 0.572 4.476 5.678
H10 1.964 3.860 6.606
H11 -1.231 0.410 6.184
H12 -2.256 0.859 4.908
H13 -2.793 3.077 6.242
H14 -1.986 2.202 7.578
H15 -3.379 1.551 6.918
C7 2.912 5.829 -1.801
C8 3.075 6.339 -0.365
N2 2.413 5.394 0.628
C9 2.221 6.011 1.978
C10 1.170 7.120 2.060
C11 3.013 4.029 0.760
C12 2.059 2.968 1.176
H16 1.971 5.308 -1.977
H17 3.684 5.108 -2.071
H18 2.925 6.607 -2.564
H19 4.076 6.695 -0.118
H20 2.555 7.287 -0.225
H21 1.959 5.236 2.698
H22 3.155 6.434 2.350
H23 1.675 8.019 1.706
H24 0.289 6.954 1.440
H25 0.788 7.253 3.073
H26 3.935 4.040 1.340
H27 3.360 3.804 -0.249
H28 2.688 2.156 1.539
H29 1.344 2.627 0.428
H30 1.471 3.391 1.991
C13 -0.846 3.922 -1.157
C14 -1.462 2.663 -0.751
O5 -0.938 1.546 -1.046
N3 -2.628 2.722 -0.169
C15 -3.392 1.594 0.237
H31 0.217 3.804 -1.363
H32 -0.833 4.608 -0.310
H33 -1.391 4.387 -1.979
H34 -2.982 3.597 0.190
H35 -2.711 0.913 0.746
H36 -3.755 0.998 -0.600
H37 -4.216 1.819 0.914
C16 -1.265 -2.744 3.485
C17 -2.618 -2.166 3.248
O6 -3.257 -1.625 4.201
N4 -3.134 -2.314 2.034
C18 -4.420 -1.713 1.628
H38 -1.115 -3.624 2.860
H39 -1.105 -2.959 4.542
H40 -0.553 -1.994 3.143
H41 -2.504 -2.691 1.341
H42 -5.115 -2.445 1.216
H43 -4.256 -0.976 0.842
H44 -4.949 -1.229 2.449
C19 0.193 -0.218 -5.815
C20 -0.646 0.342 -4.687
O7 -0.494 -0.199 -3.530
N5 -1.575 1.277 -4.936
C21 -2.451 1.884 -3.999
H45 1.215 -0.251 -5.439
H46 0.208 0.335 -6.755
H47 -0.082 -1.259 -5.985
H48 -1.750 1.479 -5.910
H49 -3.490 1.765 -4.308
H50 -2.194 2.940 -3.914
H51 -2.415 1.431 -3.009
C22 1.991 -5.031 -2.193
C23 3.378 -4.890 -1.502
O8 4.428 -5.406 -1.955
N6 3.341 -4.211 -0.350
C24 4.504 -3.961 0.495
H52 2.159 -5.259 -3.246
H53 1.338 -4.161 -2.130
H54 1.378 -5.830 -1.776
H55 2.474 -3.742 -0.128
H56 5.244 -4.749 0.355
H57 4.297 -4.010 1.564
H58 5.065 -3.079 0.185
C25 2.792 -0.812 2.460
C26 2.768 -1.955 3.424
O9 3.341 -1.873 4.520
N7 2.104 -3.036 3.080
C27 1.924 -4.187 3.946
H59 3.753 -0.663 1.969
H60 2.664 0.138 2.980
H61 1.938 -0.860 1.784
H62 1.545 -3.001 2.240
H63 1.871 -3.846 4.980
H64 2.742 -4.903 3.863
H65 1.009 -4.705 3.662
C28 -4.521 -1.237 -3.026
C29 -3.398 -1.600 -2.096
O10 -2.474 -0.770 -1.863
N8 -3.413 -2.766 -1.447
C30 -4.150 -3.945 -1.766
H66 -4.726 -0.167 -3.002
H67 -5.473 -1.751 -2.897
H68 -4.180 -1.519 -4.022
H69 -2.681 -2.874 -0.760
H70 -3.793 -4.447 -2.665
H71 -5.192 -3.697 -1.969
H72 -4.104 -4.712 -0.993
C31 -0.604 -3.945 -4.226
C32 -1.759 -3.901 -5.162
O11 -2.177 -2.843 -5.650
N9 -2.286 -5.088 -5.417
C33 -3.355 -5.279 -6.365
H73 -0.776 -4.490 -3.299
H74 -0.381 -2.896 -4.030
H75 0.275 -4.323 -4.749
H76 -1.726 -5.895 -5.180
H77 -3.536 -6.276 -6.765
H78 -3.193 -4.694 -7.271
H79 -4.297 -4.935 -5.939
C34 3.567 -1.054 -1.325
C35 2.681 -0.083 -2.026
O12 1.481 -0.002 -1.684
N10 3.233 0.711 -2.924
C36 2.585 1.793 -3.671
H80 4.308 -0.548 -0.706
H81 4.110 -1.670 -2.041
H82 2.968 -1.664 -0.648
H83 4.171 0.482 -3.223
H84 2.613 1.675 -4.754
H85 3.133 2.717 -3.487
H86 1.559 1.951 -3.340